A 16-piece molecular cluster, C2H33O17 overall in a non-equilibrium geometry. Source: the Open Molecules 2025 dataset; level of theory: ωB97M-V/def2-TZVPD.

Summary:
- HOMO (eV) = -4.26
- total charge = -1
- LUMO level (Ha) = 0.05199
- ΔE to the lowest compared entry with this formula, charge and spin (kJ/mol) = 378.56
- gap between HOMO and LUMO (eV) = 5.67

Positions of all 52 atoms, in Å:
H: 3.443 -10.627 3.168
O: 5.406 -18.439 2.939
H: 1.678 -11.705 -0.152
O: 3.712 -10.350 4.044
H: 0.678 -12.313 0.810
O: -1.524 -15.255 3.431
H: 9.407 -12.032 3.398
H: 5.053 -21.280 7.181
H: 10.219 -17.963 1.136
H: 0.369 -16.864 -1.565
H: 3.396 -22.635 1.706
H: 4.028 -18.467 -1.666
H: 1.979 -16.428 8.349
H: -0.984 -15.938 3.033
H: 5.630 -22.262 8.179
H: 9.426 -13.798 -0.019
H: 9.267 -18.862 1.896
H: 8.310 -23.671 1.828
H: 7.413 -22.993 2.843
H: 10.549 -11.151 2.936
H: 2.460 -23.582 2.428
O: 5.343 -17.388 4.813
O: 2.616 -23.174 1.576
H: 5.319 -15.434 2.825
H: 6.780 -16.003 9.019
O: 6.879 -12.767 6.541
H: 5.181 -18.913 -0.792
O: 9.696 -11.491 2.663
H: -0.360 -13.326 6.175
C: 4.533 -16.188 2.889
O: 2.774 -15.900 8.429
H: 2.947 -9.897 4.398
H: 3.720 -15.759 3.475
O: 4.912 -22.150 7.555
O: 7.027 -15.891 9.937
O: 9.557 -14.647 -0.441
C: 5.191 -17.394 3.596
O: 4.888 -18.885 -1.703
H: 7.457 -13.356 6.057
H: 3.376 -16.273 7.786
O: 1.438 -11.731 0.774
H: 6.199 -12.526 5.911
H: -1.763 -14.683 2.702
H: 0.590 -13.382 7.353
H: 9.034 -14.602 -1.241
O: 0.957 -17.532 -1.214
O: 10.197 -18.721 1.721
H: 6.615 -16.627 10.389
H: 4.145 -16.421 1.898
O: -0.023 -12.801 6.901
O: 7.491 -23.785 2.311
H: 0.380 -18.139 -0.749

Atoms 1-2, force components in eV/Å:
H -0.1 -0.2 -0.3
O 0.3 0.1 -1.8

Löwdin population analysis, charges in e, atoms 1 to 5: H 0.021; O -0.128; H 0.029; O -0.052; H 0.025